(1)
Below is a molecular structure, C6H6 at a distorted geometry, with properties calculated with ωB97M-V with the def2-TZVPD basis set.

The geometry in XYZ format:
```
12
Properties=species:S:1:pos:R:3:lowdin_charge:R:1
C 3.05 0.12 0.38 0.10
C 1.88 -0.03 0.58 -0.15
C 0.45 -0.24 0.83 -0.22
C -0.35 -0.44 -0.43 -0.16
C -1.64 -0.13 -0.48 -0.24
C -2.70 0.60 -0.68 0.05
H 4.10 0.26 0.22 0.02
H 0.05 0.62 1.38 0.12
H 0.32 -1.11 1.48 0.12
H -1.52 0.84 -1.30 0.17
H 0.13 -0.84 -1.32 0.11
H -3.77 0.33 -0.67 0.06
```

Computed properties:
LUMO level ... 0.79 eV
Charge ... 0
HOMO ... -8.12 eV
Multiplicity ... 1

=====

(2)
Below is C4H6O2S in the gas phase at a distorted geometry, with properties calculated with ωB97M-V with the def2-TZVPD basis set.

The geometry in XYZ format:
```
13
Properties=species:S:1:pos:R:3:lowdin_charge:R:1
O 2.03 -0.12 0.33 0.11
C 0.86 0.18 0.40 -0.39
C -0.35 -0.58 0.91 -0.59
S -0.15 -2.36 1.11 0.77
C -1.08 0.01 -0.34 -0.10
C 0.01 1.13 -0.42 -0.32
O 0.50 1.59 -1.63 0.01
H -0.74 -0.10 1.83 0.12
H 1.19 -2.33 1.00 -0.13
H -1.01 -0.68 -1.19 0.12
H -2.12 0.34 -0.21 0.12
H -0.29 2.01 0.17 0.17
H 1.14 0.93 -1.97 0.12
```

Computed properties:
LUMO level ... 0.49 eV
SMILES ... O=C1[C@H](S)C[C@@H]1O
Charge ... 0
HOMO ... -9.41 eV
Multiplicity ... 1

=====

(3)
Below is C5H12O in the gas phase at a distorted geometry, with properties calculated with ωB97M-V with the def2-TZVPD basis set.

The geometry in XYZ format:
```
18
Properties=species:S:1:pos:R:3:lowdin_charge:R:1
C -0.92 -1.95 0.42 -0.11
C -1.45 -0.51 0.13 -0.17
C -0.24 0.45 -0.32 -0.37
C -0.21 2.02 -0.34 -0.03
O 0.76 0.17 0.64 -0.23
C 2.01 0.09 0.03 -0.12
H -0.56 -2.48 -0.47 0.07
H -0.11 -1.93 1.15 0.06
H -1.71 -2.60 0.85 0.07
H -1.91 -0.15 1.05 0.10
H -2.27 -0.63 -0.61 0.10
H -0.01 0.03 -1.32 0.14
H -0.38 2.52 -1.30 0.07
H 0.82 2.36 -0.04 0.08
H -0.82 2.46 0.46 0.07
H 2.74 0.27 0.82 0.09
H 2.07 -0.92 -0.37 0.09
H 2.19 0.82 -0.78 0.09
```

Computed properties:
LUMO level ... 1.17 eV
SMILES ... CC[C@@H](C)OC
Charge ... 0
HOMO ... -9.60 eV
Multiplicity ... 1

=====

(4)
Below is a molecular structure, C36H35CrF12N3O3 at a distorted geometry, with properties calculated with ωB97M-V with the def2-TZVPD basis set.

The geometry in XYZ format:
```
90
Properties=species:S:1:pos:R:3:lowdin_charge:R:1
Cr -0.49 0.11 -0.53 0.91
C -4.39 1.22 4.90 -0.07
C -3.96 0.67 3.58 -0.29
C -3.85 -0.70 3.35 -0.05
C -3.39 -1.17 2.15 -0.04
C -2.98 -0.31 1.11 -0.28
N -2.39 -0.82 -0.02 0.01
C -2.94 -1.93 -0.58 -0.21
C -4.32 -2.20 -0.41 -0.03
C -4.91 -3.37 -0.81 -0.06
C -4.16 -4.36 -1.43 -0.29
C -4.73 -5.70 -1.78 -0.08
C -2.84 -4.05 -1.74 0.00
C -2.23 -2.86 -1.38 -0.05
C -0.78 -2.63 -1.77 -0.37
O -0.36 -1.37 -1.84 -0.18
C -0.47 -3.25 -3.18 -0.53
F -0.30 -4.59 -3.26 0.11
F -1.43 -2.97 -4.07 0.14
F 0.66 -2.75 -3.69 0.15
C 0.10 -3.38 -0.73 -0.53
F 0.03 -4.74 -0.76 0.13
F 1.40 -3.08 -0.85 0.16
F -0.27 -3.05 0.52 0.16
C -3.11 1.08 1.34 -0.05
C -3.60 1.53 2.56 0.01
C -2.47 2.01 0.32 -0.37
O -1.14 1.84 0.28 -0.17
C -2.70 3.51 0.62 -0.55
F -2.15 3.90 1.78 0.15
F -4.01 3.88 0.69 0.12
F -2.15 4.32 -0.30 0.15
C -3.12 1.74 -1.11 -0.49
F -4.24 1.00 -1.06 0.15
F -2.27 1.11 -1.95 0.13
F -3.50 2.86 -1.77 0.13
H -4.90 0.46 5.50 0.06
H -5.06 2.08 4.77 0.07
H -3.52 1.56 5.46 0.08
H -4.10 -1.40 4.14 0.10
H -3.27 -2.24 2.00 0.12
H -4.93 -1.44 0.08 0.11
H -5.96 -3.54 -0.62 0.10
H -5.47 -6.01 -1.04 0.06
H -3.94 -6.45 -1.82 0.07
H -5.22 -5.68 -2.76 0.07
H -2.27 -4.80 -2.27 0.11
H -3.70 2.59 2.74 0.11
C 3.94 1.52 -3.22 -0.05
C 2.56 2.17 -3.34 -0.63
C 2.00 1.93 -4.75 -0.06
C 2.67 3.68 -3.08 -0.06
C 1.64 1.56 -2.37 -0.13
C 0.90 1.05 -1.57 -0.06
H 4.63 1.93 -3.96 0.07
H 3.86 0.44 -3.37 0.09
H 4.35 1.69 -2.23 0.06
H 2.67 2.33 -5.51 0.07
H 1.03 2.41 -4.86 0.08
H 1.87 0.86 -4.92 0.08
H 3.30 4.15 -3.83 0.07
H 3.09 3.86 -2.10 0.06
H 1.68 4.13 -3.11 0.08
C 3.47 3.07 0.65 -0.08
C 3.65 2.34 1.97 -0.24
N 4.50 1.17 1.85 -0.10
C 5.92 1.43 1.84 -0.25
C 6.56 0.83 0.60 -0.08
C 4.11 -0.02 2.54 -0.44
O 4.92 -0.61 3.28 -0.03
C 2.77 -0.45 2.31 -0.16
C 2.13 -1.31 3.27 -0.05
C 0.78 -1.48 3.19 -0.10
C 0.06 -0.88 2.15 -0.15
N 0.68 -0.29 1.09 -0.03
C 1.98 -0.09 1.19 -0.08
H 2.88 3.97 0.81 0.07
H 2.94 2.44 -0.06 0.04
H 4.44 3.36 0.23 0.06
H 2.67 2.02 2.33 0.12
H 4.08 3.03 2.72 0.11
H 6.38 0.98 2.74 0.10
H 6.10 2.51 1.87 0.11
H 6.40 -0.24 0.60 0.07
H 7.63 1.03 0.58 0.06
H 6.11 1.24 -0.30 0.05
H 2.73 -1.76 4.05 0.09
H 0.24 -2.08 3.91 0.09
H -1.01 -0.91 2.15 0.07
H 2.46 0.34 0.32 0.10
```

Computed properties:
LUMO level (spin up / spin down) ... 4.49 / 4.49 eV
Charge ... -2
Expectation value of S² ... 6.057
HOMO (spin up / spin down) ... 0.39 / -2.03 eV
Multiplicity ... 5

=====

(5)
Below is C4H5NO2S in the gas phase at a distorted geometry, with properties calculated with ωB97M-V with the def2-TZVPD basis set.

The geometry in XYZ format:
```
13
Properties=species:S:1:pos:R:3:lowdin_charge:R:1
N 2.00 -0.82 -0.06 0.05
C 0.65 -0.35 -0.11 -0.27
C -0.66 -0.93 -0.09 -0.02
C -1.54 0.12 -0.13 -0.71
S -3.28 0.23 -0.16 0.81
O -0.93 1.35 -0.08 0.05
C 0.39 1.02 -0.06 -0.35
O 1.19 2.07 -0.14 0.12
H 2.28 -1.28 0.82 0.09
H 2.21 -1.53 -0.79 0.10
H -0.88 -2.01 -0.24 0.13
H -3.50 0.54 1.12 -0.14
H 2.07 1.60 -0.09 0.14
```

Computed properties:
LUMO level ... 0.64 eV
SMILES ... Nc1cc(S)oc1O
Charge ... 0
HOMO ... -8.00 eV
Multiplicity ... 1

=====

(6)
Below is a molecular structure, C4H5LiO2Pt at a distorted geometry, with properties calculated with ωB97M-V with the def2-TZVPD basis set.

The geometry in XYZ format:
```
13
Properties=species:S:1:pos:R:3:lowdin_charge:R:1
H 1.30 2.39 -1.59 0.17
C 0.92 0.04 -0.67 -0.47
C -0.48 0.54 -0.94 -0.12
C -1.39 -0.39 -0.14 -0.16
C -0.44 -1.35 0.54 -0.39
O 1.74 0.58 0.08 0.10
O 0.80 -1.30 -0.40 -0.26
Li 2.12 -2.68 -0.10 0.80
Pt -0.32 -2.79 1.57 0.83
H -0.66 0.56 -2.02 0.13
H -0.56 1.59 -0.60 0.11
H -2.10 -0.91 -0.81 0.13
H -2.00 0.15 0.61 0.13
```

Computed properties:
LUMO level (spin up / spin down) ... -4.70 / -6.77 eV
Charge ... +1
Expectation value of S² ... 3.758
HOMO (spin up / spin down) ... -11.52 / -14.28 eV
Multiplicity ... 4

=====

(7)
Below is a molecular structure, ClHf, with properties calculated with ωB97M-V with the def2-TZVPD basis set.

The geometry in XYZ format:
```
2
Properties=species:S:1:pos:R:3:lowdin_charge:R:1
Hf -0.77 2.04 -0.95 2.24
Cl 0.77 -2.04 0.95 0.76
```

Computed properties:
LUMO level ... -20.64 eV
Charge ... +3
HOMO ... -24.19 eV
Multiplicity ... 1

=====

The following relative energy (zero: lowest compared OMol25 entry of this formula, charge and spin) values (in kcal per mole) correspond, in order, to the records above: 162.09 22.27 32.74 4.93 46.24 15.58 134.26.
The following energy values (in a.u.) correspond, in order, to the records above: -231.96802 -704.64404 -272.89648 -4025.79882 -758.80642 -432.23187 -506.33825.